{"formula": "C20H28NO3Sn", "method": "the ωB97M-V functional and the def2-TZVPD basis", "total_charge": 1, "lumo_ev": [-4.66, -4.53], "multiplicity": 1, "largest_force_ha_per_bohr": 0.072, "homo_lumo_gap_ev": [5.25, 5.49], "species": ["O", "C", "C", "H", "H", "C", "H", "H", "C", "H", "H", "H", "C", "H", "H", "H", "Sn", "C", "C", "C", "H", "C", "C", "H", "H", "H", "H", "C", "C", "C", "H", "C", "C", "H", "H", "H", "H", "O", "C", "C", "H", "H", "C", "H", "H", "C", "H", "H", "H", "H", "O", "C", "N"], "coordinates": [[1.12970, -0.97015, 0.86533], [-0.25013, -1.45991, 0.66791], [0.19798, -2.91315, 0.74112], [-0.58318, -1.08695, -0.32242], [-0.95874, -1.21015, 1.46681], [1.60965, -2.30813, 0.52798], [-0.16468, -3.57532, -0.05430], [0.07218, -3.37717, 1.72296], [1.94750, -2.40566, -0.95019], [1.18908, -1.90873, -1.57272], [2.00375, -3.45428, -1.25294], [2.92550, -1.94687, -1.12119], [2.70820, -2.75059, 1.46078], [2.32816, -2.83920, 2.48436], [3.51441, -2.01846, 1.42354], [3.09222, -3.72054, 1.14070], [-2.11153, 1.44596, -2.07839], [1.21565, 2.26123, 3.26716], [0.00047, 2.91336, 2.91635], [-0.97564, 1.91012, 2.64758], [-0.19071, 3.98256, 2.89404], [-0.39184, 0.64262, 2.93385], [0.97287, 0.86072, 3.27060], [1.70048, 0.08474, 3.51489], [2.16123, 2.75250, 3.49482], [-1.98368, 2.07858, 2.28094], [-0.92292, -0.30609, 2.96575], [2.13269, 3.83678, -0.60306], [2.92297, 2.74701, 0.04565], [2.42221, 1.53220, -0.36464], [3.66633, 2.95084, 0.82894], [1.50397, 1.74771, -1.46726], [1.35479, 3.09991, -1.65068], [0.71800, 3.63116, -2.37369], [2.64023, 4.72458, -1.00513], [2.64236, 0.57428, 0.08684], [1.04008, 0.95257, -2.05271], [-2.55295, -0.51939, -1.95980], [-2.21130, -1.97140, -1.96561], [-3.38314, -2.73199, -2.57383], [-2.03265, -2.29733, -0.93676], [-1.27308, -2.06377, -2.51457], [-4.55979, -1.76014, -2.66479], [-3.64618, -3.61686, -1.98124], [-3.11551, -3.11125, -3.56332], [-4.04508, -0.34756, -2.34930], [-5.35523, -2.02157, -1.96433], [-5.02415, -1.73763, -3.65321], [-4.57041, 0.10699, -1.49903], [-4.10039, 0.27972, -3.25362], [1.92533, 5.85331, 2.21112], [1.52974, 5.09841, 1.38817], [1.13516, 4.36237, 0.50052]], "atomic_forces_ev_per_a": [[-1.2465, -0.6873, -0.0130], [0.3614, 0.4497, 0.3494], [0.3723, 0.0562, -0.5213], [-0.0053, -0.2888, 0.6131], [0.3343, 0.3865, -0.6428], [-0.5446, -0.7589, -0.0615], [0.1425, -0.0089, 0.2444], [-0.1291, 0.1803, -0.1571], [0.5995, 0.1861, 0.0563], [0.2113, -0.0658, 0.1891], [0.0584, 0.0721, 0.0309], [-0.1227, 0.0406, -0.2575], [-0.1903, -0.0007, -0.1730], [0.1458, 0.1014, -0.1736], [0.1171, -0.0379, 0.1069], [0.0673, 0.0113, 0.0653], [1.4683, 2.6907, 0.0722], [0.2079, -1.4494, 0.1898], [0.4106, -0.4911, 0.0218], [0.0307, -2.3639, 0.1921], [0.0991, -0.2850, 0.0314], [-2.4141, 2.1131, -0.7008], [1.8082, 2.1725, 0.6372], [-0.2816, 0.3473, -0.1069], [-0.3528, -0.2074, -0.0161], [0.1356, -0.0015, 0.3313], [0.2478, 0.4659, 0.1060], [-0.9422, 0.7495, 0.8443], [-0.2766, -1.7352, 0.2695], [1.6353, 1.6000, 1.1608], [-0.5489, -0.2867, -0.3601], [-0.6763, 1.8361, -0.5562], [-1.1988, -1.2161, -0.2884], [0.3910, -0.4378, 0.3298], [0.1463, -0.4207, 0.1670], [0.1009, 0.1516, -0.2258], [0.1888, 0.2205, 0.0380], [-2.5802, -2.6391, -0.2752], [0.1684, -0.1307, 0.3219], [0.1883, -0.2128, -0.5208], [-0.1613, 0.4115, -0.1745], [-0.1561, 0.0480, -0.0683], [-0.4790, 0.4800, 0.0424], [0.1543, 0.3533, 0.0042], [-0.0277, 0.1736, 0.0726], [0.4408, -1.0085, 0.3555], [0.1791, 0.0452, 0.0209], [0.1739, -0.2019, 0.0777], [0.3716, -0.0472, -0.2351], [0.2318, 0.0025, 0.2730], [-1.0937, -1.4491, -1.0750], [1.2937, 1.1833, 0.2427], [0.9452, -0.0962, -0.8541]], "lowdin_charge": [-0.1121, -0.1663, -0.0668, 0.0790, 0.0885, -0.5668, 0.1095, 0.1227, -0.0159, 0.0752, 0.0956, 0.0925, -0.0019, 0.0923, 0.0917, 0.0956, 1.1795, -0.1036, -0.0762, -0.0949, 0.0992, -0.1029, -0.0697, 0.1067, 0.0985, 0.0832, 0.0867, -0.2550, -0.0278, -0.0589, 0.1228, -0.1079, -0.0749, 0.1037, 0.1546, 0.0875, 0.0697, -0.5737, -0.1172, -0.1239, 0.1070, 0.1323, -0.1277, 0.1306, 0.1246, -0.2124, 0.1255, 0.1261, 0.1131, 0.0876, 0.1624, -0.3493, 0.1620]}

{"formula": "C4H7NO", "method": "the ωB97M-V functional and the def2-TZVPD basis", "lumo_ev": 0.94, "multiplicity": 1, "largest_force_ha_per_bohr": 0.017, "homo_lumo_gap_ev": 10.48, "species": ["C", "N", "C", "C", "C", "O", "H", "H", "H", "H", "H", "H", "H"], "coordinates": [[2.11487, 0.37755, 0.38679], [1.39177, -0.74946, -0.32025], [0.16079, -0.48875, -0.28946], [-1.29410, -0.92937, -0.62810], [-1.63288, 0.38960, 0.09019], [-0.27069, 0.66735, 0.30056], [1.51393, 1.21835, 0.76619], [2.82379, 0.81632, -0.31283], [2.60285, -0.04586, 1.26399], [-1.68782, -1.82863, -0.14253], [-1.59551, -0.95583, -1.68077], [-2.03013, 1.20838, -0.50773], [-2.09687, 0.32034, 1.07392]], "atomic_forces_ev_per_a": [[0.3935, -0.3353, -0.1577], [-0.5518, 0.5964, 0.3077], [0.3371, 0.3292, 0.2167], [0.0539, -0.0151, -0.0005], [-0.6469, 0.1329, 0.0274], [-0.2972, 0.5844, 0.2763], [0.2016, -0.6258, -0.3568], [0.3227, -0.3056, 0.0967], [0.3755, -0.0974, -0.2458], [0.4330, 0.1336, -0.0357], [0.4386, 0.0082, 0.1657], [-0.5516, -0.2669, -0.0443], [-0.5084, -0.1386, -0.2497]], "lowdin_charge": [-0.1016, 0.0672, -0.3798, -0.0169, -0.1623, -0.0798, 0.0720, 0.0701, 0.0717, 0.1099, 0.1100, 0.1195, 0.1200]}

{"formula": "C37H31ClN5O3PPb", "method": "the ωB97M-V functional and the def2-TZVPD basis", "total_charge": 2, "lumo_ev": [-9.77, -9.69], "multiplicity": 1, "largest_force_ha_per_bohr": 0.114, "homo_lumo_gap_ev": [2.61, 2.73], "species": ["Pb", "O", "C", "C", "C", "C", "C", "C", "C", "O", "N", "N", "C", "C", "C", "C", "C", "C", "N", "H", "H", "H", "H", "H", "H", "H", "H", "H", "H", "Cl", "C", "C", "C", "C", "O", "C", "C", "N", "C", "C", "C", "C", "C", "C", "C", "C", "N", "C", "C", "H", "H", "H", "H", "H", "H", "H", "H", "H", "H", "C", "P", "C", "C", "C", "C", "C", "C", "C", "H", "H", "H", "H", "H", "H", "H", "H", "H", "H", "H"], "coordinates": [[13.60505, 12.08520, 10.32275], [9.55904, 10.47201, 7.87637], [9.30265, 9.67316, 8.89859], [8.19753, 8.94703, 8.54384], [7.76856, 7.88269, 9.28840], [8.58014, 7.57909, 10.37148], [9.60411, 8.42593, 10.82600], [9.99088, 9.43803, 10.02798], [10.98118, 10.28658, 10.54487], [11.32742, 11.31532, 9.82912], [11.49412, 10.05626, 11.70194], [12.40027, 11.00665, 12.16214], [12.77273, 10.83670, 13.32994], [13.74673, 11.56342, 14.01415], [13.86414, 11.43006, 15.31169], [14.83685, 12.19584, 15.98981], [15.74583, 12.91587, 15.23345], [15.62956, 12.82070, 13.85848], [14.62048, 12.25827, 13.22417], [10.30062, 11.07733, 8.11676], [7.55434, 9.38229, 7.72973], [6.85458, 7.23451, 9.13929], [8.23791, 6.83902, 11.09695], [9.95738, 8.10718, 11.79758], [12.30157, 9.94510, 13.75704], [13.25683, 10.68109, 15.80626], [14.94117, 12.10083, 17.04502], [16.65547, 13.39631, 15.63859], [16.30859, 13.32538, 13.16462], [8.52355, 14.09606, 4.93083], [9.95262, 14.00317, 6.00027], [10.12682, 15.02097, 6.87952], [11.08953, 14.99206, 7.82397], [12.10569, 13.94399, 7.77774], [13.05061, 14.04331, 8.48383], [11.88781, 12.86993, 6.73821], [12.68732, 11.62779, 6.68014], [13.54673, 11.29107, 7.57495], [14.14181, 10.04718, 7.44689], [14.47151, 9.51474, 6.24713], [14.75774, 8.15119, 6.09284], [14.85433, 7.32722, 7.13334], [14.61778, 7.79207, 8.46655], [14.59662, 7.01334, 9.68099], [14.32705, 7.59640, 10.85142], [14.07141, 9.05749, 10.86897], [14.02041, 9.75190, 9.78040], [14.34722, 9.22443, 8.57500], [10.93199, 13.03097, 5.82695], [9.28006, 15.87281, 6.77426], [11.24158, 15.75775, 8.56402], [12.46333, 10.87335, 5.79183], [14.27419, 10.16087, 5.32499], [14.72068, 7.69955, 5.06115], [15.04746, 6.27506, 6.92065], [14.68374, 5.99956, 9.61702], [14.26461, 7.04508, 11.79816], [14.10275, 9.59065, 11.81310], [10.63176, 12.49891, 4.98267], [18.11994, 12.09384, 11.70483], [16.81578, 11.33390, 10.73194], [17.70716, 11.12659, 9.13135], [17.05365, 9.64892, 11.41664], [16.53720, 9.52147, 12.68560], [16.70199, 8.36577, 13.36788], [17.39443, 7.26948, 12.75739], [18.01021, 7.49297, 11.54564], [17.77537, 8.65603, 10.82454], [19.07394, 11.69602, 11.40682], [18.03693, 11.82856, 12.73700], [18.13571, 13.15053, 11.60981], [18.72503, 10.84824, 9.19577], [17.85893, 12.08479, 8.60511], [17.12593, 10.66916, 8.37871], [15.91609, 10.36518, 13.11546], [16.25101, 8.33944, 14.37742], [17.42396, 6.33786, 13.26224], [18.53748, 6.70155, 11.04544], [18.22724, 8.63000, 9.79883]], "atomic_forces_ev_per_a": [[-0.3602, -0.0348, 0.4837], [2.4297, 3.2068, -0.8950], [-1.6759, -0.9730, -2.2646], [-3.1080, -0.2538, -0.8457], [-0.2893, -1.1572, 0.3472], [-0.2943, 0.0818, 2.0490], [-2.6161, -4.0974, 0.2252], [0.9366, 0.3066, 1.2562], [1.9056, 3.0100, -0.6876], [0.6696, 0.6647, -0.8275], [0.5614, -0.5265, 1.9599], [-0.9568, 0.4774, -3.5986], [-1.7889, -2.6972, 1.1354], [1.7101, 1.4910, -3.2482], [0.8279, 0.0742, 3.8747], [0.2447, -0.4847, -0.7127], [0.7675, -0.4488, 0.7360], [-0.3039, 1.3146, -1.5767], [-0.5463, -0.2584, 0.6980], [-0.5249, -0.5434, 0.2352], [0.9939, -0.7666, 0.6540], [1.1450, 1.1659, -0.2463], [0.1875, -0.1543, -0.4333], [0.6501, 0.8077, -0.1670], [0.0771, 0.3321, 0.7681], [-0.1203, 0.3675, 0.3128], [0.0129, 0.1263, 0.6413], [-0.9197, -0.1672, -0.0011], [0.1211, -0.0987, 0.5982], [2.2130, -0.4786, 1.5618], [-1.5274, -0.0118, -2.6246], [-3.0954, 4.6236, 1.8189], [-0.5893, 0.4289, -0.5796], [-2.1081, -0.5036, -1.2106], [2.1554, -0.1116, 0.9835], [2.2448, -1.4992, 0.5298], [-0.0236, -1.0808, -1.2508], [-0.7329, 0.7533, 0.0853], [0.6163, -0.6063, 0.0145], [-1.0164, 0.5543, -2.9222], [-0.3295, 0.6979, -2.9247], [-0.0570, -1.6722, 2.2419], [0.3447, 2.0263, -0.3571], [-0.5018, 2.3397, -1.5563], [-0.7092, 2.4590, 1.3960], [1.2876, -3.0555, 0.3267], [0.4013, 0.9405, 0.5730], [-0.8885, -1.9565, 0.8352], [-2.1108, 0.4816, -0.6067], [2.3635, -1.8392, 0.7542], [-0.1031, 0.2419, 0.1182], [0.1304, 1.7665, 1.7669], [0.6907, -1.1151, 1.2530], [0.5692, 0.7602, 1.1608], [-0.1134, 0.1576, 0.3813], [0.5284, -2.6537, -0.2281], [0.1166, 0.2846, -0.5252], [-0.4901, -0.3712, -0.2008], [0.7238, -2.0654, -1.0999], [0.4046, -0.0815, 0.1348], [0.3325, -0.9778, -1.2111], [-0.4863, 2.6151, -0.2279], [-0.3613, 1.8007, -1.1157], [-1.0102, 1.2365, 0.6348], [-0.0114, -1.7422, 0.9167], [-0.5337, 2.0409, 0.8076], [-0.8346, -0.8245, -0.1730], [1.1866, -0.9659, -1.0033], [0.4752, -0.1469, -0.3498], [-0.3162, -0.0568, 0.7195], [0.0589, 1.0669, -0.1051], [0.8824, -1.2234, 0.3236], [-0.3710, 0.4169, 0.6445], [-0.5295, -1.4615, -0.5921], [1.0531, -1.1453, -0.4396], [0.4070, -0.5599, -0.6267], [0.3078, -0.6988, 0.3517], [0.2744, -0.2901, 0.0688], [-0.6532, 0.7379, 1.0571]], "lowdin_charge": [1.4360, 0.0596, -0.2989, -0.0215, -0.0483, -0.0711, -0.0128, -0.1445, -0.4791, -0.2164, 0.0765, -0.1023, -0.1339, -0.3253, -0.0022, 0.0103, -0.0156, -0.1595, 0.0631, 0.0826, 0.1480, 0.1405, 0.1080, 0.1220, 0.1554, 0.1361, 0.1144, 0.1336, 0.1037, 0.8305, -0.4935, -0.0713, 0.1230, -0.3277, 0.0423, -0.0321, -0.0430, 0.1106, -0.2431, -0.0093, -0.0606, -0.0092, -0.0623, 0.0175, 0.0173, -0.1227, -0.0255, -0.1355, -0.0226, 0.1878, 0.1513, 0.1838, 0.1450, 0.1478, 0.1360, 0.1014, 0.1311, 0.0762, 0.1182, -0.2673, 0.8806, -0.2704, -0.4203, -0.1725, -0.0620, -0.0412, -0.0727, -0.0886, 0.0592, 0.0347, 0.0375, 0.0374, 0.0578, 0.0115, 0.0970, 0.1214, 0.0998, 0.1100, 0.1285]}